# 1
# C26H26AuN10O

A structure of composition C26H26AuN10O (wB97M-V/def2-TZVPD, OMol25).

Structure (XYZ):
```
64
Properties=species:S:1:pos:R:3:nbo_charge:R:1
Au -2.91288 -20.44694 -0.98033 0.624
C -4.02254 -13.68602 0.88014 -0.232
N -4.08160 -15.10159 0.55639 -0.187
C -3.58486 -15.60608 -0.59569 0.192
N -3.42856 -16.89397 -0.49879 -0.535
C -3.83781 -17.20003 0.77178 0.123
N -4.27284 -16.11992 1.45984 -0.252
C -2.72413 -13.06836 1.58052 -0.024
C -2.80904 -11.69285 1.90556 -0.206
C -1.87705 -11.11011 2.78324 -0.196
C -0.75262 -11.86003 3.25688 -0.176
C -0.59646 -13.18024 2.76078 -0.035
C -1.60606 -13.75685 1.95330 -0.221
C 0.70989 -13.78150 3.00416 0.446
N 1.70538 -13.20526 3.58229 -0.283
N 2.78796 -14.13114 3.70795 -0.261
C 2.39002 -15.13914 2.93712 0.471
O 1.08040 -15.03370 2.46245 -0.449
C 3.00854 -16.38761 2.53009 -0.114
C 4.31980 -16.67998 2.89080 -0.157
C 4.94177 -17.80279 2.36589 -0.202
C 4.24726 -18.69337 1.58649 -0.193
C 2.93769 -18.34913 1.13620 -0.028
C 2.36223 -19.41832 0.21525 -0.242
N 0.89220 -19.32579 0.18702 -0.147
C 0.01343 -20.31090 0.00401 0.244
N -1.12704 -19.78575 -0.45545 -0.583
C -0.82952 -18.48972 -0.64748 0.161
N 0.37512 -18.18154 -0.31680 -0.263
C 2.31138 -17.22199 1.66279 -0.184
H -4.94765 -13.43572 1.50243 0.243
H -4.08472 -13.14451 -0.10168 0.226
H -3.45219 -15.06762 -1.51183 0.218
H -3.77101 -18.22481 1.19997 0.209
H -3.69472 -11.10420 1.60165 0.220
H -2.06606 -10.04447 3.03663 0.232
H -0.06804 -11.36943 3.98009 0.257
H -1.48579 -14.78389 1.63577 0.221
H 4.88263 -15.90666 3.45452 0.246
H 5.95005 -18.01074 2.72642 0.229
H 4.69218 -19.66483 1.31313 0.214
H 2.70936 -20.36104 0.62692 0.238
H 2.72142 -19.10813 -0.76824 0.245
H 0.23980 -21.27513 0.30938 0.228
H -1.60442 -17.80640 -1.11065 0.274
H 1.25557 -17.10173 1.47544 0.246
N -4.62025 -21.26638 -1.69045 -0.564
C -5.65065 -21.67291 -2.09513 0.640
N -6.76577 -22.19571 -2.58508 -0.456
C -7.92427 -22.40927 -1.71128 -0.212
C -9.23766 -22.74340 -2.36948 -0.433
C -9.10422 -23.56068 -3.72767 -0.409
C -7.67568 -23.75603 -4.25605 -0.426
C -6.76033 -22.55293 -3.99872 -0.205
H -8.00780 -21.39969 -1.20467 0.218
H -7.67541 -23.16678 -0.92513 0.214
H -9.93843 -21.91424 -2.60920 0.226
H -9.85530 -23.27378 -1.64802 0.238
H -9.81465 -23.06284 -4.39905 0.219
H -9.58720 -24.54757 -3.63324 0.225
H -7.69870 -24.04560 -5.33591 0.245
H -7.25552 -24.65736 -3.76865 0.216
H -6.91676 -21.67297 -4.65958 0.211
H -5.68370 -22.84107 -4.20596 0.216
```

The calculation puts the lowest unoccupied orbital energy at -2.11 eV. As for the total charge: +1. The calculation puts the HOMO-LUMO gap at 8.3 eV.



# 2
# C26H26BFN3O5PS

A cluster of 2 separate species, C26H26BFN3O5PS in total (wB97M-V/def2-TZVPD, OMol25).

Structure (XYZ):
```
64
Properties=species:S:1:pos:R:3:nbo_charge:R:1
C 6.15285 -2.50518 -3.15056 -0.280
O 5.65606 -1.82090 -4.39049 -0.761
B 4.20869 -2.10809 -4.38214 1.198
O 3.81994 -3.51962 -4.73455 -0.920
C 2.99284 -1.04677 -4.07267 -0.455
C 3.10324 0.33583 -3.19864 0.135
C 4.53137 0.82690 -2.56158 -0.520
C 4.55805 0.52853 -0.92855 0.029
F 4.79731 1.84117 -0.21911 -0.398
C 1.78454 1.29078 -2.92190 -0.440
P 1.91267 2.89016 -1.84160 1.369
O 1.88027 2.51088 -0.28131 -1.075
C 0.30608 0.90765 -3.51771 0.132
C -1.05018 1.78854 -3.24784 -0.485
C -1.70526 1.27794 -1.79619 -0.415
C -1.92487 -0.34476 -1.71698 -0.244
N -3.02623 -0.86519 -2.62672 -0.851
C 0.13736 -0.45477 -4.44847 0.081
N -1.15339 -0.92860 -5.10436 -0.550
S -0.69585 -2.39085 -5.97375 0.801
N 1.02866 -2.54872 -5.56587 -0.567
C 1.47969 -1.39291 -4.69567 0.168
H 6.48075 -3.61920 -3.35587 0.215
H 6.96345 -1.87525 -2.57884 0.207
H 5.22571 -2.58550 -2.40303 0.167
H 3.19104 -3.88911 -4.04545 0.498
H 4.54400 2.01700 -2.65516 0.246
H 5.48612 0.45476 -3.12627 0.272
H 3.53831 0.13161 -0.50956 0.220
H 5.48608 -0.14327 -0.69055 0.191
H 0.80516 3.77803 -2.08575 -0.024
H 3.14101 3.64560 -2.11285 -0.021
H -1.83341 1.58778 -4.11346 0.265
H -0.85773 2.95612 -3.23376 0.231
H -2.71105 1.87230 -1.61032 0.234
H -0.92787 1.55543 -0.93800 0.224
H -2.27423 -0.61083 -0.60684 0.205
H -0.95135 -0.98462 -1.89662 0.199
H -3.81772 -1.18317 -1.99479 0.360
H -2.65692 -1.75455 -3.04105 0.361
O -1.91729 -0.07850 7.18395 -0.528
C -2.32826 0.03341 6.03556 0.543
C -3.73565 -0.27628 5.71089 -0.151
C -4.60941 -0.68029 6.72875 -0.149
C -5.94999 -0.93600 6.43698 -0.195
C -6.42154 -0.78836 5.13281 -0.193
C -5.54864 -0.40301 4.11409 -0.182
C -4.20161 -0.15250 4.40257 -0.056
C -3.28170 0.23727 3.31547 0.512
O -3.67871 0.29272 2.15723 -0.540
C -1.88021 0.56589 3.64285 -0.061
C -1.00804 0.97187 2.62411 -0.174
C 0.30942 1.31704 2.92905 -0.193
C 0.75875 1.25871 4.24798 -0.193
C -0.10483 0.84049 5.26269 -0.150
C -1.42625 0.48802 4.95862 -0.155
H -4.24968 -0.79227 7.75007 0.240
H -6.62821 -1.24523 7.22927 0.220
H -7.46920 -0.97536 4.90781 0.219
H -5.92271 -0.29482 3.09734 0.240
H -1.35314 1.02455 1.59284 0.235
H 0.98397 1.63584 2.13736 0.249
H 1.78290 1.53694 4.48709 0.221
H 0.25483 0.79469 6.28942 0.238
```

The calculation puts the lowest unoccupied orbital energy at -2.07 eV. As for the total charge: 0. Its SMILES is COB(O)c1c(CCF)c([PH2]=O)c(CCCN)c2nsnc12.O=C1c2ccccc2C(=O)c2ccccc21. The calculation puts the HOMO-LUMO gap at 6.9 eV.



# 3
# C26H26BN12STeW

A structure of composition C26H26BN12STeW (wB97M-V/def2-TZVPD, OMol25).

Structure (XYZ):
```
68
Properties=species:S:1:pos:R:3:mulliken_spin:R:1
W -0.60949 -0.36347 -0.03132 0.577
C -0.81762 0.75896 4.15311 0.000
C -1.26926 0.78256 2.84806 -0.011
N -0.48374 0.00964 2.07725 0.041
N 0.46694 -0.52674 2.88395 -0.002
C 0.28671 -0.08235 4.12974 0.009
B 1.53148 -1.52346 2.30547 0.010
N 2.28800 -0.77684 1.17226 0.010
C 3.57399 -0.47418 0.96128 0.000
C 3.71490 -0.01245 -0.33942 0.006
C 2.44660 -0.07846 -0.87835 -0.011
N 1.57156 -0.53727 0.03188 0.001
N 0.75647 -2.66474 1.58605 -0.019
C 0.88363 -3.99019 1.73605 0.020
C -0.03100 -4.62535 0.91844 0.001
C -0.70170 -3.59685 0.27959 0.010
N -0.21394 -2.41023 0.67051 0.017
N 2.37143 -2.05077 3.41897 0.000
C 1.94624 -2.79715 4.48167 0.000
C 3.03054 -3.06349 5.26804 0.000
C 4.10396 -2.43218 4.60480 0.000
N 3.71275 -1.82770 3.50227 0.000
H -1.23250 1.27029 5.00384 0.000
H -2.11129 1.30014 2.41754 -0.001
H 0.95306 -0.38666 4.92061 0.000
H 4.29115 -0.65947 1.74335 0.000
H 4.62467 0.28449 -0.83107 0.000
H 2.11516 0.15364 -1.87599 0.001
H 1.61583 -4.39245 2.41655 0.001
H -0.19055 -5.68330 0.80887 0.000
H -1.51319 -3.64773 -0.42674 -0.002
H 0.90958 -3.07597 4.59591 0.000
H 3.05374 -3.62951 6.18294 0.000
H 5.14327 -2.39808 4.89142 0.000
C -2.69705 2.76912 -2.43285 0.003
C -1.81885 1.99181 -1.52339 0.028
N -2.09663 0.80471 -1.08179 -0.067
N -3.31890 0.30912 -1.48549 0.003
C -3.73435 -0.63147 -0.68638 0.008
N -4.94389 -1.16741 -0.88669 -0.011
S -2.78719 -1.23114 0.64050 -0.037
C -0.61170 2.57141 -0.92683 0.051
C -0.23213 3.88772 -1.09113 0.010
C 0.84170 4.37107 -0.35339 0.020
C 1.48417 3.52608 0.53254 -0.005
C 1.06481 2.21230 0.63419 0.048
N 0.04640 1.73471 -0.09535 -0.010
H -3.30678 2.09877 -3.02978 0.002
H -2.09769 3.40072 -3.08555 0.002
H -3.36407 3.40954 -1.84821 0.007
H -5.54398 -0.78207 -1.59788 0.000
H -5.30390 -1.88440 -0.28251 0.000
H -0.78029 4.52917 -1.76499 0.002
H 1.15493 5.40116 -0.45984 0.000
H 2.30755 3.86435 1.14519 0.000
H 1.54859 1.52344 1.30989 0.003
Te -0.58645 -1.54923 -2.43245 0.274
C -0.85486 -0.02355 -3.82617 0.023
C -0.06588 1.12488 -3.82224 -0.007
C -0.23079 2.08327 -4.81437 -0.005
C -1.18912 1.90122 -5.80020 0.010
C -1.97212 0.75343 -5.80820 -0.003
C -1.80025 -0.21728 -4.83216 0.001
H 0.70245 1.26584 -3.07242 -0.007
H 0.40001 2.96361 -4.82607 0.000
H -1.31494 2.64408 -6.57654 0.000
H -2.70959 0.60638 -6.58598 0.000
H -2.40652 -1.11408 -4.86096 -0.003
```

Its spin multiplicity is 2. The calculation puts the lowest unoccupied orbital energy (spin up / spin down) at -7.76 / -7.87 eV. As for the total charge: +2. The calculation puts the HOMO-LUMO gap (spin up / spin down) at 6.1 / 5.8 eV. As for the expectation value of S²: 0.864.